{
  "formula": "C22H26BrCl4O3RuTe",
  "method": "wB97M-V/def2-TZVPD",
  "total_charge": 0,
  "largest_force_ev_per_a": 2.2,
  "gap_ev": [6.26, 6.31],
  "e_tot_ev": -159385.2558,
  "multiplicity": 2,
  "e_homo_ev": [-7.29, -7.46],
  "lumo_ev": [-1.02, -1.15],
  "symbols": ["Ru", "Cl", "C", "C", "Cl", "C", "Cl", "C", "O", "C", "O", "C", "Cl", "C", "C", "C", "C", "C", "C", "C", "Br", "C", "O", "C", "C", "C", "C", "C", "C", "H", "H", "H", "H", "H", "H", "H", "H", "H", "H", "H", "H", "H", "H", "H", "H", "H", "H", "H", "H", "C", "Te", "C", "H", "H", "H", "H", "H", "H"],
  "xyz": [[0.840361, 2.384751, -0.129471], [4.670136, 7.928918, -0.669725], [4.113910, 6.302264, -0.631977], [5.069076, 5.237418, -0.679933], [6.738648, 5.620178, -0.802599], [4.661291, 3.930316, -0.625277], [5.757917, 2.608061, -0.667627], [3.278518, 3.630165, -0.523432], [2.808501, 2.426810, -0.443181], [2.336395, 4.677022, -0.494584], [1.097884, 4.322866, -0.399175], [2.776258, 6.028387, -0.543603], [1.576087, 7.253231, -0.468449], [-4.984717, -1.931279, 0.729836], [-4.200976, -2.327865, -0.527557], [-5.023144, -1.960695, -1.770179], [-3.995861, -3.841751, -0.517203], [-2.874029, -1.570992, -0.555386], [-2.865785, -0.178089, -0.601903], [-1.652883, 0.466919, -0.631553], [-1.610369, 2.365733, -0.731440], [-0.403529, -0.155944, -0.597459], [0.736115, 0.570610, -0.603888], [-0.399910, -1.554240, -0.573602], [-1.638581, -2.205601, -0.551125], [0.852470, -2.451122, -0.579947], [0.835458, -3.352262, 0.665398], [0.820331, -3.323738, -1.845147], [2.188425, -1.702553, -0.577401], [-5.929200, -2.477562, 0.778509], [-5.214062, -0.864463, 0.737180], [-4.412481, -2.158444, 1.631532], [-5.959903, -2.521792, -1.783905], [-4.471601, -2.193756, -2.683006], [-5.269653, -0.898062, -1.790687], [-4.967256, -4.339153, -0.503710], [-3.444645, -4.170807, 0.365972], [-3.462343, -4.183631, -1.406145], [-3.782362, 0.396727, -0.609706], [-1.622204, -3.284439, -0.528344], [-0.043317, -3.995819, 0.706438], [0.852272, -2.748503, 1.575708], [1.718405, -3.994909, 0.668330], [-0.066334, -3.957303, -1.887646], [1.697978, -3.973160, -1.871546], [0.831861, -2.699563, -2.740557], [2.305997, -1.082353, 0.308589], [2.304104, -1.057508, -1.446038], [2.988475, -2.446760, -0.586445], [0.391620, 2.088185, 3.787413], [1.747804, 2.715121, 2.304074], [2.824490, 0.893662, 2.311712], [0.075985, 1.071644, 3.568035], [-0.470799, 2.749904, 3.792447], [0.901192, 2.135840, 4.746568], [3.549482, 0.886009, 3.121937], [3.320682, 0.819526, 1.348819], [2.097806, 0.093876, 2.432046]],
  "atomic_forces_ev_per_a": [[0.4, 2.1, 0.3], [0.0, 0.1, 0.0], [1.1, -0.5, -0.1], [-0.5, 1.1, 0.0], [0.2, 0.0, 0.0], [-0.9, -0.5, 0.1], [0.1, -0.1, 0.0], [0.8, 1.5, -0.1], [0.1, -1.5, 0.1], [2.0, 0.8, -0.2], [-1.8, -0.2, 0.2], [-0.7, -1.0, 0.1], [0.0, 0.1, 0.0], [0.0, 0.0, 0.1], [0.0, 0.0, 0.0], [0.0, 0.0, 0.0], [0.0, 0.0, 0.0], [0.1, 0.0, 0.0], [0.1, -0.1, 0.0], [-0.1, 0.0, 0.0], [-0.2, 0.1, 0.5], [0.3, 0.2, -0.1], [-0.5, -1.8, 0.0], [0.0, -0.3, 0.0], [0.0, 0.1, 0.0], [0.0, 0.1, 0.0], [0.0, 0.0, 0.0], [0.0, 0.0, 0.0], [0.0, 0.0, 0.0], [0.0, 0.0, 0.0], [0.0, 0.0, 0.0], [0.0, 0.0, 0.0], [0.0, 0.0, 0.0], [0.0, 0.0, 0.0], [0.0, 0.0, 0.0], [0.0, 0.0, 0.0], [0.0, 0.0, 0.0], [0.0, 0.0, 0.0], [0.0, 0.0, 0.0], [0.0, 0.0, 0.0], [0.0, 0.0, 0.0], [0.0, 0.0, 0.0], [0.0, 0.0, 0.0], [0.0, 0.0, 0.0], [0.0, 0.0, 0.0], [0.0, 0.0, 0.0], [0.0, 0.0, 0.0], [0.0, 0.0, 0.0], [0.0, 0.0, 0.0], [-0.3, -0.1, 0.0], [-0.1, -0.1, -0.8], [0.1, -0.1, 0.1], [0.0, 0.0, 0.0], [0.0, 0.0, 0.0], [0.0, 0.0, 0.0], [0.0, 0.0, 0.0], [0.0, 0.1, 0.0], [0.0, 0.0, 0.0]],
  "lowdin_spin": [0.6457, -0.0008, 0.0027, 0.0256, 0.0078, 0.0005, -0.0017, 0.0206, 0.0481, -0.0002, 0.1372, 0.0173, 0.0040, 0.0003, 0.0005, 0.0003, 0.0000, 0.0046, -0.0009, 0.0046, -0.0066, 0.0052, 0.0870, 0.0060, -0.0007, 0.0005, 0.0003, 0.0002, -0.0002, 0.0001, 0.0000, 0.0000, 0.0000, 0.0000, 0.0000, 0.0000, 0.0000, 0.0000, -0.0002, -0.0001, 0.0000, 0.0000, 0.0000, 0.0000, 0.0000, 0.0000, 0.0000, -0.0001, 0.0000, -0.0020, -0.0085, 0.0039, 0.0001, -0.0001, -0.0010, -0.0001, 0.0000, -0.0002]
}